The following is a DFT calculation (ωB97M-V/def2-TZVPD) of one molecule with the formula CH3N3O3 in a non-equilibrium geometry.

```
! wB97M-V def2-TZVPD RIJCOSX def2/J DEFGRID3
* xyz 0 1
C -0.580 -1.185 0.148
N 0.252 1.134 -0.090
N 0.134 -0.199 -0.539
N 0.513 -0.668 -1.832
O -0.757 -1.139 1.321
O 0.293 -1.837 -2.101
O 0.971 0.166 -2.548
H -0.906 -2.035 -0.478
H -0.256 1.961 -0.552
H 1.283 1.266 -0.068
*
```

relative energy (zero: lowest compared OMol25 entry of this formula, charge and spin)	2.347	eV
frontier orbital gap	10.52	eV
SMILES string	NN(C=O)[N+](=O)[O-]